C30H41BrCaN10O2S | ωB97M-V/def2-TZVPD

Summary:
**Total charge**: +2
**Gap between HOMO and LUMO**: 8.722 eV
**LUMO level**: -4.21 eV
**Highest occupied orbital energy**: -12.9 eV

Last column: Löwdin charge in e.
Element x y z (Å)
Ca 0.690 0.477 0.802  1.223
C -0.880 3.508 1.640  -0.042
O -0.992 2.075 1.717  -0.230
C -2.135 1.577 2.326  -0.200
C -3.186 2.348 2.787  -0.041
C -4.313 1.714 3.308  -0.664
Br -5.737 2.771 3.933  0.822
C -4.407 0.335 3.357  -0.042
C -3.339 -0.437 2.910  -0.077
C -2.209 0.193 2.418  -0.189
O -1.143 -0.524 1.913  -0.085
C -3.417 -1.906 2.834  -0.279
N -4.351 -2.569 2.247  0.212
C -3.953 -3.909 2.314  -0.216
C -4.605 -5.046 1.847  -0.001
C -3.991 -6.264 2.063  -0.071
C -2.758 -6.356 2.723  -0.076
C -2.094 -5.231 3.180  -0.021
C -2.719 -4.013 2.954  -0.195
N -2.332 -2.695 3.244  0.127
H -0.825 3.935 2.641  0.112
H -1.732 3.922 1.101  0.109
H 0.033 3.713 1.090  0.052
H -3.158 3.426 2.747  0.108
H -5.298 -0.153 3.725  0.126
H -1.275 -1.470 2.124  0.102
H -5.562 -4.968 1.350  0.120
H -4.474 -7.172 1.727  0.110
H -2.319 -7.331 2.885  0.109
H -1.145 -5.308 3.695  0.111
H -1.828 -2.471 4.091  0.171
C -0.993 -0.560 -1.558  -0.044
N -0.545 -1.922 -1.663  -0.097
C -1.465 -2.979 -2.066  -0.102
C -0.542 -4.185 -2.021  -0.102
N 0.422 -3.792 -0.993  -0.070
C 1.389 -4.781 -0.551  -0.021
C 0.455 -2.439 -0.872  -0.363
N 1.216 -1.645 -0.168  -0.044
C 2.477 -2.118 0.422  -0.231
C 3.305 -0.916 0.852  -0.239
N 2.656 -0.145 1.917  -0.054
C 3.183 -0.027 3.106  -0.348
N 2.781 0.981 3.939  -0.102
C 1.626 1.784 3.662  -0.041
C 3.264 0.755 5.293  -0.102
C 4.484 -0.114 5.019  -0.097
N 4.117 -0.764 3.761  -0.073
C 4.804 -1.967 3.339  -0.023
H -1.684 -0.353 -2.374  0.110
H -0.150 0.127 -1.681  0.047
H -1.531 -0.356 -0.621  0.086
H -1.871 -2.788 -3.057  0.132
H -2.291 -3.077 -1.352  0.132
H -0.040 -4.346 -2.980  0.135
H -1.053 -5.102 -1.732  0.132
H 0.881 -5.742 -0.510  0.098
H 1.752 -4.562 0.446  0.075
H 2.233 -4.871 -1.238  0.101
H 3.059 -2.699 -0.297  0.123
H 2.304 -2.742 1.305  0.104
H 3.407 -0.257 -0.011  0.085
H 4.315 -1.231 1.101  0.101
H 1.738 2.285 2.696  0.080
H 1.546 2.563 4.417  0.109
H 0.691 1.205 3.678  0.090
H 2.519 0.226 5.898  0.132
H 3.515 1.695 5.781  0.132
H 4.657 -0.857 5.794  0.129
H 5.389 0.488 4.896  0.135
H 5.102 -2.511 4.234  0.099
H 5.703 -1.760 2.755  0.100
H 4.140 -2.613 2.770  0.081
C 2.782 0.243 -2.996  -0.007
N 1.890 1.330 -3.377  -0.113
C 1.444 1.596 -4.664  -0.024
C 0.702 2.718 -4.607  -0.038
N 0.708 3.121 -3.285  0.086
C 1.438 2.274 -2.535  -0.769
S 1.781 2.437 -0.870  0.593
H 3.036 -0.318 -3.891  0.102
H 2.293 -0.412 -2.276  0.064
H 3.688 0.653 -2.553  0.098
H 1.704 0.967 -5.496  0.133
H 0.185 3.262 -5.377  0.131
H 0.280 3.951 -2.911  0.162

Cartesian forces (eV/Å) of the 2 atoms listed first:
Ca 0.01 0.15 0.00
C -0.02 -0.02 0.02